(1)
{
  "formula": "C41H46I2N3OTl",
  "method": "the ωB97M-V functional and the def2-TZVPD basis",
  "e_lumo_ev": -2.44,
  "max_force_ev_per_a": 4.24,
  "de_lowest_kcal_mol": 18.2,
  "charge": 0,
  "orbital_gap_ev": 3.7,
  "elements": ["Tl", "C", "C", "C", "C", "C", "C", "H", "H", "H", "H", "H", "H", "I", "C", "C", "C", "I", "C", "C", "C", "C", "N", "C", "C", "O", "H", "H", "H", "H", "C", "C", "C", "C", "C", "C", "C", "C", "C", "C", "C", "C", "N", "C", "C", "N", "C", "C", "C", "C", "C", "C", "C", "C", "C", "C", "C", "C", "H", "H", "H", "H", "H", "H", "H", "H", "H", "H", "H", "H", "H", "H", "H", "H", "H", "H", "H", "H", "H", "H", "H", "H", "H", "H", "H", "H", "H", "H", "H", "H", "H", "H", "H", "H"],
  "coordinates": [[0.3303, -0.5554, 1.4781], [1.4236, -0.1505, 4.7874], [0.5491, 0.9429, 5.0067], [-0.7946, 0.7440, 5.2077], [-1.3090, -0.5617, 5.1484], [-0.5019, -1.6451, 4.8057], [0.8667, -1.4270, 4.6941], [2.5301, -0.0855, 4.7033], [0.9331, 1.9847, 5.0827], [-1.4427, 1.5702, 5.3560], [-2.3905, -0.7166, 5.3081], [-0.9544, -2.6106, 4.6736], [1.5651, -2.2863, 4.5966], [-6.4281, -1.2007, 2.3090], [-4.1524, 0.8659, -0.1716], [-4.9522, 2.0583, -0.5684], [-4.4640, 3.1924, -1.1748], [-6.0314, 4.6963, -1.5585], [-3.1051, 3.4935, -1.6213], [-2.8899, 4.1567, -2.8859], [-1.6007, 4.4708, -3.2587], [-0.5722, 4.3422, -2.3199], [-0.7254, 3.7297, -1.1895], [-1.9027, 3.1045, -0.8962], [-1.7869, 2.1565, 0.2751], [-0.7150, 1.9902, 0.8645], [-6.0472, 2.0023, -0.5203], [-3.7739, 4.3207, -3.5549], [-1.3564, 4.8538, -4.2540], [0.4155, 4.7814, -2.4470], [2.6512, 4.3152, -0.1103], [2.4803, 2.8735, 0.4184], [2.4115, 3.0395, 1.9297], [3.5104, 1.8887, -0.0409], [4.8590, 2.2126, -0.1386], [5.8045, 1.2811, -0.5611], [5.4958, -0.0340, -0.7346], [4.1470, -0.4188, -0.6927], [3.8192, -1.8545, -0.9682], [4.4306, -2.7270, 0.1250], [4.3137, -2.3447, -2.3771], [3.1320, 0.5434, -0.4297], [1.7869, 0.1974, -0.4690], [1.2541, -0.0061, -1.6735], [-0.0491, -0.5426, -1.8693], [-0.8458, -0.7312, -0.8424], [-1.8392, -1.7335, -0.8710], [-3.2127, -1.3811, -0.8757], [-4.1258, -2.2662, -0.3082], [-3.7588, -3.5450, 0.0283], [-2.4443, -3.9854, -0.1018], [-1.4501, -3.0745, -0.6151], [-0.0594, -3.5895, -0.8307], [0.4755, -4.4004, 0.3779], [0.0123, -4.4300, -2.1063], [-3.6709, -0.0442, -1.3720], [-4.7694, -0.1407, -2.4396], [-2.9858, 1.3088, 0.7718], [1.8104, 4.8941, 0.3124], [2.6627, 4.3261, -1.2067], [3.5270, 4.9005, 0.2809], [1.5394, 2.4751, 0.0907], [3.3428, 3.4793, 2.3308], [2.2422, 2.0811, 2.5042], [1.5218, 3.6591, 2.2340], [5.1646, 3.2467, 0.0772], [6.7717, 1.6610, -0.7506], [6.2590, -0.8011, -0.9076], [2.7260, -1.9569, -0.8840], [5.5197, -2.8156, 0.0053], [4.0353, -3.7722, 0.0406], [4.1696, -2.2830, 1.1106], [5.3888, -2.1685, -2.6204], [3.7991, -1.9135, -3.2194], [4.1505, -3.4502, -2.4961], [1.9189, 0.0699, -2.5490], [-0.3990, -0.8058, -2.9315], [-5.1539, -1.9606, -0.1495], [-4.5562, -4.2303, 0.4560], [-2.1972, -4.9912, 0.1392], [0.5504, -2.7026, -0.9453], [-0.1226, -5.3528, 0.4693], [0.3720, -3.8260, 1.3059], [1.5273, -4.7128, 0.1808], [-0.4312, -5.4355, -1.9623], [1.0792, -4.6239, -2.4340], [-0.4139, -3.9056, -2.9203], [-2.7745, 0.3472, -1.8615], [-5.6618, -0.6298, -1.9791], [-4.4950, -0.7542, -3.2846], [-5.0822, 0.7980, -2.8806], [-4.8612, 0.2635, 0.4363], [-3.4301, 1.8222, 1.6502], [-2.5892, 0.4393, 1.2585]],
  "lowdin_charge": [0.964, -0.141, -0.112, -0.088, -0.070, -0.125, -0.192, 0.114, 0.116, 0.098, 0.122, 0.105, 0.114, -0.510, -0.260, -0.128, -0.555, 0.806, -0.174, -0.044, -0.050, -0.152, 0.125, -0.102, -0.267, -0.059, 0.096, 0.101, 0.112, 0.105, -0.075, -0.392, -0.068, -0.114, -0.019, -0.073, -0.034, -0.150, -0.381, -0.064, -0.050, -0.175, -0.004, -0.062, -0.083, 0.019, -0.193, -0.133, -0.082, -0.063, -0.003, -0.144, -0.408, -0.058, -0.051, -0.265, -0.034, -0.041, 0.080, 0.075, 0.088, 0.079, 0.089, 0.071, 0.099, 0.121, 0.095, 0.122, 0.101, 0.082, 0.085, 0.096, 0.085, 0.055, 0.087, 0.146, 0.171, 0.010, 0.135, 0.095, 0.078, 0.089, 0.058, 0.080, 0.095, 0.093, 0.059, 0.122, 0.105, 0.077, 0.072, 0.015, 0.151, 0.086]
}


(2)
{
  "formula": "C20H34N4O",
  "method": "the ωB97M-V functional and the def2-TZVPD basis",
  "e_lumo_ev": 0.70,
  "max_force_ev_per_a": 0.55,
  "de_lowest_kcal_mol": 0.0,
  "charge": 0,
  "orbital_gap_ev": 9.0,
  "smiles": "CC(C)N1CCC(N2CCN(Cc3cccnc3)C[C@H]2CCO)CC1",
  "elements": ["C", "C", "C", "N", "C", "C", "C", "N", "C", "C", "N", "C", "C", "C", "C", "C", "N", "C", "C", "C", "C", "C", "O", "C", "C", "H", "H", "H", "H", "H", "H", "H", "H", "H", "H", "H", "H", "H", "H", "H", "H", "H", "H", "H", "H", "H", "H", "H", "H", "H", "H", "H", "H", "H", "H", "H", "H", "H", "H"],
  "coordinates": [[5.8090, -2.0369, -3.1095], [4.9718, -2.7186, -2.0256], [5.7969, -2.8986, -0.7436], [3.7096, -2.0147, -1.8503], [3.7864, -0.7134, -1.2246], [2.4889, 0.0585, -1.4715], [1.3127, -0.6979, -0.8555], [-0.0035, -0.0923, -1.0951], [-0.0801, 1.3412, -1.3216], [-0.0174, 2.1751, -0.0389], [-1.1065, 1.7678, 0.8258], [-1.2309, 2.5991, 2.0079], [-2.5181, 2.3225, 2.7309], [-2.5839, 2.2429, 4.1154], [-3.8055, 1.9963, 4.7216], [-4.9182, 1.8298, 3.9126], [-4.8687, 1.8982, 2.5925], [-3.7042, 2.1411, 2.0226], [-0.9511, 0.3666, 1.1616], [-1.0015, -0.5042, -0.1052], [-2.4158, -0.5119, -0.7024], [-2.5234, -1.4399, -1.9154], [-1.7978, -0.9860, -3.0258], [1.3163, -2.1062, -1.4677], [2.6583, -2.7942, -1.2352], [6.6116, -2.6981, -3.4258], [6.2552, -1.1147, -2.7461], [5.1825, -1.8085, -3.9670], [4.6993, -3.7142, -2.3975], [5.2040, -3.3799, 0.0311], [6.1470, -1.9385, -0.3716], [6.6626, -3.5229, -0.9488], [4.6166, -0.1566, -1.6601], [3.9533, -0.7879, -0.1333], [2.3395, 0.1531, -2.5475], [2.5925, 1.0525, -1.0336], [1.5068, -0.7867, 0.2283], [-1.0405, 1.5414, -1.8034], [0.7029, 1.6475, -2.0125], [0.9639, 2.0462, 0.4574], [-0.1382, 3.2324, -0.2880], [-0.3777, 2.4672, 2.7010], [-1.2315, 3.6442, 1.6774], [-1.6907, 2.3723, 4.7120], [-3.8885, 1.9297, 5.7956], [-5.8945, 1.6304, 4.3345], [-3.7012, 2.1864, 0.9424], [0.0078, 0.1935, 1.6898], [-1.7602, 0.0715, 1.8329], [-0.7669, -1.5319, 0.1934], [-3.1110, -0.8552, 0.0651], [-2.7065, 0.4975, -0.9883], [-2.1865, -2.4497, -1.6278], [-3.5661, -1.5097, -2.2383], [-0.9174, -0.7402, -2.6908], [1.1425, -2.0192, -2.5406], [0.5207, -2.7175, -1.0407], [2.6421, -3.7866, -1.6921], [2.8144, -2.9211, -0.1467]],
  "nbo_charge": [-0.613, -0.025, -0.636, -0.458, -0.219, -0.408, -0.037, -0.494, -0.218, -0.240, -0.445, -0.230, -0.079, -0.165, -0.255, 0.026, -0.411, 0.039, -0.239, -0.041, -0.440, -0.051, -0.745, -0.400, -0.215, 0.211, 0.197, 0.220, 0.192, 0.208, 0.202, 0.214, 0.207, 0.160, 0.212, 0.206, 0.171, 0.211, 0.212, 0.157, 0.206, 0.169, 0.213, 0.212, 0.219, 0.192, 0.204, 0.163, 0.216, 0.206, 0.214, 0.214, 0.142, 0.179, 0.490, 0.213, 0.205, 0.205, 0.155]
}


(3)
{
  "formula": "C4H11NP2",
  "method": "the ωB97M-V functional and the def2-TZVPD basis",
  "e_lumo_ev": [0.83, -3.94],
  "max_force_ev_per_a": 4.62,
  "multiplicity": 3,
  "s2": 2.0107,
  "de_lowest_kcal_mol": 99.7,
  "charge": 0,
  "orbital_gap_ev": [4.2, 4.8],
  "elements": ["C", "C", "C", "C", "N", "P", "P", "H", "H", "H", "H", "H", "H", "H", "H", "H", "H", "H"],
  "coordinates": [[-1.1217, 0.4366, -1.8895], [-0.1407, -0.8554, 0.2631], [-0.1195, -0.9931, 1.8309], [1.2894, 1.1922, 0.5368], [0.9116, 0.0836, -0.3230], [-1.7499, -0.4014, -0.3872], [0.7669, 0.2850, -1.9397], [-1.6300, 0.1077, -2.8213], [-1.3501, 1.5051, -1.7347], [0.3605, -2.1541, -0.2177], [-0.4166, -2.0236, 2.0871], [-0.7026, -0.1098, 2.1171], [0.9665, -1.0312, 2.1812], [2.2016, 1.6928, 0.1021], [0.3493, 1.8732, 0.5622], [1.3796, 0.7469, 1.5057], [-1.7867, 0.7353, 0.3872], [0.7926, -1.0899, -2.2602]],
  "lowdin_spin": [0.184, 0.272, 0.054, 0.030, 0.077, 0.566, 0.413, 0.015, 0.021, 0.189, 0.019, 0.005, 0.008, 0.013, 0.004, 0.004, 0.062, 0.063]
}